A) 9
Properties=species:S:1:pos:R:3 method="wB97M-V/def2-TZVPD" spin_multiplicity=1 charge=0 homo_ev="-9.363 / -9.004" lumo_energy_ev="0.37 / 0.33"
C 0.908 -0.904 0.694
N -1.154 1.542 -1.112
O 0.238 -0.328 -0.306
O -0.985 1.009 0.001
H 0.213 -1.287 1.463
H 1.412 -0.116 1.205
H 1.421 -1.611 0.145
H -1.418 0.962 -1.867
H -0.409 2.382 -1.257


B) 9
Properties=species:S:1:pos:R:3 method="wB97M-V/def2-TZVPD" spin_multiplicity=1 smiles="NC=O.O" charge=0 homo_ev=-10.250 lumo_energy_ev=0.28
N -0.586 0.839 -0.990
C 0.256 0.018 -1.635
O 0.282 -0.168 -2.857
H -1.048 1.491 -1.630
H -0.380 1.125 -0.030
H 0.890 -0.580 -0.936
O -0.083 -0.918 2.982
H 0.076 -0.204 2.324
H 0.592 -1.603 2.772


Most stable to least stable, the ends of the list are B) and A).


A) 32
Properties=species:S:1:pos:R:3 method="wB97M-V/def2-TZVPD" spin_multiplicity=2 charge=-1 homo_ev="0.908 / -4.069" lumo_energy_ev="3.58 / 3.51" s2=0.758
C 1.404 -2.259 2.015
C 1.228 0.151 1.226
C 1.770 -1.145 1.040
C 1.558 1.103 0.236
C 2.057 0.754 -0.986
C 2.238 -1.480 -0.229
C 2.390 -0.576 -1.318
O 1.941 1.630 -2.106
H 0.698 0.372 2.139
H 1.341 2.159 0.395
H 0.550 -1.866 2.587
H 2.219 -2.505 2.679
H 2.506 -2.532 -0.347
H 2.784 2.077 -2.204
H 2.740 -0.828 -2.299
H 0.878 -3.029 1.444
C -1.492 0.473 -2.689
C -1.876 0.480 1.555
C -1.937 1.688 0.860
C -1.975 -0.738 0.877
C -1.864 1.620 -0.542
C -1.981 -0.769 -0.515
C -1.898 0.422 -1.232
O -1.582 0.350 2.888
H -1.994 2.648 1.357
H -1.321 1.208 3.218
H -2.165 -1.654 1.420
H -1.821 2.510 -1.156
H -2.150 -1.687 -1.070
H -1.581 1.475 -3.108
H -2.178 -0.145 -3.292
H -0.485 0.093 -2.845


B) 32
Properties=species:S:1:pos:R:3 method="wB97M-V/def2-TZVPD" spin_multiplicity=2 charge=-1 homo_ev="0.574 / -3.341" lumo_energy_ev="3.06 / 2.98" s2=0.763
C 1.466 1.801 1.080
C -1.301 2.032 -1.485
C -0.047 1.805 -0.925
C -2.446 2.101 -0.696
C 0.133 1.719 0.444
C -2.320 1.864 0.653
C -1.032 1.707 1.229
O -3.543 2.786 -1.251
H -1.452 2.208 -2.551
H 0.800 1.709 -1.663
H -3.860 2.232 -2.001
H -3.168 1.888 1.320
H 1.591 1.714 2.157
H 1.968 2.746 0.773
H -1.040 1.499 2.268
H 2.072 1.036 0.578
C -1.034 -2.258 1.614
C 1.319 -1.901 1.119
C 0.075 -2.091 0.593
C 2.396 -1.831 0.145
C -0.329 -1.965 -0.746
C 2.044 -1.918 -1.196
C 0.738 -1.982 -1.683
O 2.957 -1.703 -2.205
H 1.644 -1.567 2.064
H 3.429 -1.545 0.324
H -0.626 -2.461 2.603
H -2.009 -2.722 1.512
H -1.396 -2.214 -0.948
H 0.524 -1.745 -2.714
H 3.914 -1.711 -2.039
H -1.468 -1.234 1.625


Most stable to least stable, the ends of the list are A) and B).


A) 46
Properties=species:S:1:pos:R:3 method="wB97M-V/def2-TZVPD" spin_multiplicity=1 charge=0 homo_ev=-8.664 lumo_energy_ev=0.51
H -3.620 -2.713 1.903
N -3.451 -2.619 0.958
C -4.427 -1.852 0.565
N -5.479 -1.331 1.384
N -4.521 -1.577 -0.764
C -3.429 -1.444 -1.667
C -2.328 -0.487 -1.157
C -2.604 0.858 -0.713
C -1.404 1.546 -0.159
N -0.836 0.937 1.023
C 0.278 0.034 1.105
O 0.428 -0.564 2.177
C 1.280 0.236 -0.059
N 1.146 1.503 -0.739
C 2.604 0.005 0.897
C 4.008 -0.230 0.336
C 4.324 -1.220 -0.576
C 5.680 -1.486 -1.005
C 6.703 -0.733 -0.400
C 6.296 0.262 0.562
C 4.987 0.601 0.825
C -1.878 3.018 0.144
O -1.845 3.555 1.210
O -2.203 3.547 -0.987
H -6.109 -0.606 1.165
H -5.442 -1.709 2.344
H -5.458 -1.238 -0.999
H -3.724 -1.092 -2.632
H -2.855 -2.303 -2.060
H -1.692 -0.360 -1.989
H -1.727 -1.107 -0.298
H -3.101 1.413 -1.520
H -3.295 0.861 0.134
H -0.699 1.634 -0.972
H -1.558 0.775 1.709
H 1.059 -0.660 -0.699
H 2.077 1.741 -1.057
H 1.067 2.054 0.109
H 2.405 -0.925 1.331
H 2.524 0.865 1.524
H 3.539 -1.970 -0.896
H 5.970 -2.237 -1.692
H 7.751 -1.198 -0.388
H 7.094 0.457 1.221
H 4.688 1.273 1.552
H -2.224 4.488 -0.747


B) 46
Properties=species:S:1:pos:R:3 method="wB97M-V/def2-TZVPD" spin_multiplicity=1 smiles=CCCCn1nnnc1NCc1cc(OC)c(OC)c(OC)c1 charge=0 homo_ev=-8.323 lumo_energy_ev=0.57
C 5.882 -0.018 -0.110
C 5.734 1.245 0.731
C 4.313 1.810 0.743
C 3.294 0.925 1.470
N 2.821 -0.167 0.669
N 3.111 -1.460 0.921
N 2.555 -2.158 0.030
N 1.884 -1.413 -0.840
C 2.041 -0.161 -0.448
N 1.591 0.960 -1.060
C 0.513 0.814 -2.034
C -0.804 0.541 -1.354
C -1.139 -0.766 -1.024
C -2.300 -1.031 -0.316
O -2.693 -2.286 0.038
C -1.885 -3.376 -0.349
C -3.155 0.021 0.078
O -4.331 -0.249 0.755
C -4.192 -0.846 2.029
C -2.822 1.332 -0.277
O -3.529 2.463 -0.009
C -4.791 2.417 0.619
C -1.639 1.573 -0.983
H 6.931 -0.295 -0.183
H 5.347 -0.853 0.334
H 5.502 0.145 -1.116
H 6.048 1.038 1.757
H 6.398 2.016 0.333
H 4.328 2.778 1.249
H 3.980 1.974 -0.284
H 2.427 1.527 1.772
H 3.739 0.482 2.363
H 1.486 1.760 -0.449
H 0.788 -0.018 -2.682
H 0.472 1.738 -2.614
H -0.474 -1.559 -1.320
H -2.383 -4.260 0.047
H -0.879 -3.304 0.073
H -1.817 -3.455 -1.437
H -3.755 -1.843 1.965
H -5.202 -0.915 2.431
H -3.578 -0.223 2.691
H -5.166 3.440 0.572
H -4.712 2.112 1.666
H -5.477 1.747 0.099
H -1.412 2.598 -1.232


Most stable to least stable, the ends of the list are B) and A).


A) 72
Properties=species:S:1:pos:R:3 method="wB97M-V/def2-TZVPD" spin_multiplicity=1 smiles=CC(C)O.CC(C)O.CC(C)O.CC(C)O.CO.CO.CO.CO charge=0 homo_ev=-8.685 lumo_energy_ev=0.19
C -2.733 -4.082 1.312
C -1.736 -3.642 0.286
C -1.150 -2.246 0.508
O -0.856 -4.437 0.051
H -3.438 -3.310 1.220
H -2.365 -4.218 2.286
H -3.271 -4.967 0.966
H -2.394 -3.488 -0.568
H -0.638 -1.961 -0.344
H -0.517 -2.200 1.403
H -1.924 -1.459 0.610
H -0.263 -4.627 0.762
C 2.991 2.517 -3.957
C 2.549 1.240 -3.154
C 3.517 0.123 -3.331
O 2.459 1.474 -1.923
H 3.890 2.935 -3.510
H 2.231 3.293 -3.956
H 3.277 2.236 -4.985
H 1.621 0.879 -3.491
H 4.445 0.196 -2.760
H 3.832 0.185 -4.352
H 3.083 -0.833 -3.183
H 2.076 0.699 -1.512
C 0.506 2.575 3.036
C 1.325 3.515 2.154
C 2.233 2.823 1.125
O 0.627 4.266 1.371
H 0.145 1.704 2.510
H -0.445 3.113 3.403
H 1.108 2.406 3.881
H 1.835 4.217 2.819
H 2.454 3.320 0.189
H 1.843 1.761 0.893
H 3.218 2.730 1.643
H -0.078 3.722 1.003
C -1.269 -0.640 3.535
C -1.346 -1.757 4.571
C -2.584 -1.593 5.415
O -1.239 -2.886 4.126
H -0.329 -0.662 3.039
H -1.373 0.294 4.016
H -2.095 -0.677 2.809
H -0.492 -1.698 5.232
H -2.686 -0.700 6.067
H -2.628 -2.420 6.063
H -3.457 -1.621 4.771
H -0.446 -2.980 3.617
C -1.014 1.222 0.099
O -1.051 2.607 -0.078
H -0.049 0.769 -0.051
H -1.723 0.767 -0.629
H -1.370 0.948 1.113
H -0.773 2.678 -0.987
C 2.071 -1.310 -0.660
O 1.206 -0.946 -1.703
H 1.557 -2.103 -0.180
H 2.269 -0.508 0.035
H 2.984 -1.556 -1.156
H 0.898 -1.775 -2.093
C -0.652 2.446 -3.628
O 0.055 3.158 -2.620
H -1.678 2.647 -3.503
H -0.457 1.384 -3.611
H -0.321 2.794 -4.632
H 0.938 2.839 -2.603
C -2.150 -1.381 -2.820
O -1.988 -2.498 -3.620
H -2.621 -1.577 -1.893
H -2.699 -0.669 -3.396
H -1.181 -0.870 -2.541
H -1.760 -2.185 -4.510


B) 72
Properties=species:S:1:pos:R:3 method="wB97M-V/def2-TZVPD" spin_multiplicity=1 smiles=CCO.CCO.CCO.CCO.CCO.CCO.CCO.CCO charge=0 homo_ev=-9.651 lumo_energy_ev=0.56
C -0.310 6.024 1.916
C 0.884 5.773 1.034
O 1.578 4.621 1.553
H 0.003 6.139 2.953
H -0.993 5.176 1.847
H -0.846 6.917 1.597
H 1.556 6.636 1.004
H 0.568 5.578 0.004
H 2.255 4.367 0.919
C 0.799 1.195 0.511
C 0.150 -0.057 1.051
O -0.229 -0.912 -0.021
H 0.053 1.933 0.216
H 1.377 0.941 -0.378
H 1.483 1.663 1.221
H -0.750 0.221 1.606
H 0.826 -0.596 1.719
H 0.283 -1.734 0.007
C -0.025 2.437 4.141
C 1.481 2.493 4.328
O 1.979 3.812 4.256
H -0.389 1.409 4.108
H -0.293 2.930 3.203
H -0.509 2.966 4.962
H 1.964 1.871 3.562
H 1.741 2.105 5.311
H 1.820 4.134 3.357
C -0.882 -4.833 -3.035
C 0.075 -3.678 -2.815
O 1.441 -4.092 -2.925
H -0.653 -5.403 -3.937
H -1.925 -4.508 -3.068
H -0.839 -5.547 -2.203
H -0.014 -3.281 -1.806
H -0.141 -2.893 -3.543
H 1.661 -4.161 -3.858
C -2.316 -0.687 -4.442
C -2.190 -0.697 -2.944
O -0.880 -0.241 -2.595
H -1.921 0.252 -4.832
H -3.350 -0.786 -4.774
H -1.735 -1.500 -4.882
H -2.300 -1.706 -2.528
H -2.916 -0.034 -2.459
H -0.766 -0.506 -1.668
C 4.345 0.780 -1.643
C 3.389 -0.369 -1.668
O 4.049 -1.466 -2.304
H 3.915 1.643 -1.131
H 4.588 1.093 -2.662
H 5.296 0.536 -1.167
H 2.508 -0.062 -2.243
H 3.096 -0.660 -0.654
H 3.470 -2.234 -2.269
C -4.046 0.022 1.246
C -4.242 1.507 1.236
O -4.344 1.953 2.582
H -4.939 -0.525 1.547
H -3.243 -0.231 1.942
H -3.731 -0.322 0.258
H -5.132 1.787 0.662
H -3.375 1.972 0.746
H -4.516 2.898 2.591
C 0.140 -5.382 0.459
C 0.942 -4.266 1.063
O 1.279 -3.251 0.101
H 0.755 -6.013 -0.191
H -0.706 -5.019 -0.124
H -0.247 -6.054 1.230
H 1.856 -4.654 1.524
H 0.389 -3.751 1.848
H 1.703 -3.672 -0.655


Most stable to least stable, the ends of the list are B) and A).


A) 5
Properties=species:S:1:pos:R:3 method="wB97M-V/def2-TZVPD" spin_multiplicity=1 charge=0 homo_ev="-8.276 / -8.362" lumo_energy_ev="-1.62 / -1.65"
P -0.441 -0.458 -0.480
P -1.423 -2.639 -1.769
S -2.273 -1.233 -0.593
I -2.810 -2.357 -3.697
H -0.063 -0.186 0.856


B) 5
Properties=species:S:1:pos:R:3 method="wB97M-V/def2-TZVPD" spin_multiplicity=1 charge=0 homo_ev=-8.570 lumo_energy_ev=-2.05
P -1.563 -0.555 0.328
P 0.719 -0.114 0.529
S -2.182 1.266 0.598
I 1.917 -1.762 -0.779
H 1.109 1.165 -0.676


Most stable to least stable, the ends of the list are A) and B).